No. 1
Density functional theory data (the ωB97M-V functional and the def2-TZVPD basis) for an isolated ion of composition C5H10N3 and charge +1 at a distorted geometry.

For the max |F|, the calculation gives 4.447 eV Å⁻¹. The net charge is +1. The value obtained for the gap between HOMO and LUMO is 8.71 eV. As for the LUMO energy: -3.99 eV.

Each line ends with the Löwdin charge.
Cartesian coordinates (Å):
C 2.592 0.637 0.441  -0.14
C 1.326 1.193 0.141  -0.04
C 1.511 -0.885 -0.464  -0.22
C -1.721 0.893 -0.555  -0.04
C -0.854 -0.306 -0.537  -0.27
N 2.685 -0.603 -0.001  0.09
N 0.616 0.132 -0.379  -0.06
N -1.116 -1.125 0.720  0.22
H 3.535 1.225 0.534  0.13
H 0.686 2.041 0.494  0.12
H 1.112 -1.831 -0.727  0.12
H -1.667 1.498 0.525  0.16
H -2.782 0.549 -0.561  0.10
H -1.552 1.542 -1.379  0.09
H -1.035 -0.962 -1.387  0.17
H -2.130 -1.349 0.857  0.19
H -0.512 -1.948 0.655  0.15
H -0.695 -0.701 1.622  0.22

No. 2
Density functional theory data (the ωB97M-V functional and the def2-TZVPD basis) for a 2-piece molecular cluster, C5H10N3O overall at a distorted geometry.

For the max |F|, the calculation gives 6.279 eV Å⁻¹. The net charge is +1. The value obtained for the gap between HOMO and LUMO is 9.95 eV. As for the LUMO energy: -4.45 eV.

Each line ends with the Löwdin charge.
Cartesian coordinates (Å):
C 0.625 -0.673 -3.076  -0.06
C 0.335 -1.322 -1.960  0.14
C 0.532 0.772 -3.104  -0.07
C -0.326 -0.297 -0.598  0.04
C -0.644 -0.891 0.734  -0.21
N 0.041 1.501 -2.154  0.09
N -0.316 0.967 -0.953  0.09
N 0.071 0.679 3.799  0.05
O -1.316 0.060 1.490  -0.07
H 0.988 -1.271 -3.860  0.11
H 0.465 -2.359 -1.875  0.09
H 0.717 1.275 -4.082  0.15
H 0.342 -1.050 1.131  0.14
H -1.205 -1.765 0.524  0.13
H -0.641 1.688 -0.299  0.19
H 0.637 1.357 3.287  0.06
H 0.664 -0.103 4.011  0.05
H -0.182 1.139 4.653  0.05
H -0.788 0.292 2.331  0.05

No. 3
Density functional theory data (the ωB97M-V functional and the def2-TZVPD basis) for an isolated ion of composition C5H10N3O and charge +1 at a distorted geometry.

For the max |F|, the calculation gives 6.361 eV Å⁻¹. The net charge is +1. The value obtained for the gap between HOMO and LUMO is 9.17 eV. As for the LUMO energy: -3.45 eV.

Each line ends with the Löwdin charge.
Cartesian coordinates (Å):
C 1.011 -1.852 -0.135  -0.02
C 1.885 -1.088 -0.842  -0.10
C -0.330 -1.424 0.343  -0.29
C -0.702 0.936 0.660  -0.35
C -1.278 2.069 -0.052  0.01
N 1.462 0.014 -1.524  0.12
N -0.751 -0.195 0.081  0.17
N -0.857 -2.379 1.085  0.22
O 0.033 0.934 1.812  0.16
H 1.498 -2.713 0.253  0.10
H 2.843 -1.308 -0.813  0.08
H -0.667 2.900 -0.067  0.07
H -2.062 2.670 0.404  0.11
H -1.547 1.979 -1.137  0.13
H 2.009 0.311 -2.340  0.13
H 0.479 0.097 -1.646  0.08
H -0.432 -3.282 1.227  0.14
H -1.580 -2.096 1.708  0.13
H -0.135 1.779 2.201  0.11

No. 4
Density functional theory data (the ωB97M-V functional and the def2-TZVPD basis) for a 2-piece molecular cluster, C5H10N3O overall at a distorted geometry.

For the max |F|, the calculation gives 4.774 eV Å⁻¹. The expectation value of S² is 2.012. The net charge is +1. The value obtained for the gap between HOMO and LUMO (alpha / beta) is 9.40 / 6.99 eV. As for the LUMO energy (alpha / beta): -2.72 / -5.88 eV. As for the spin multiplicity: 3.

Each line ends with the Mulliken spin population.
Cartesian coordinates (Å):
C 1.221 -0.749 0.052  0.04
C 1.437 0.635 0.046  0.02
C -0.676 0.105 0.308  0.90
C 2.697 1.377 0.041  0.01
C -0.641 -2.438 0.069  0.00
N -0.069 -1.040 0.141  -0.04
N 0.160 1.152 0.252  -0.01
N -3.246 1.089 -0.308  0.60
O -2.594 -0.041 -0.163  0.51
H 1.890 -1.503 -0.356  0.00
H 2.993 1.620 -0.963  0.00
H 2.613 2.350 0.655  0.00
H 3.529 0.801 0.506  0.00
H -0.196 -3.011 -0.724  0.00
H -0.593 -3.125 0.942  0.00
H -1.685 -2.380 -0.309  0.00
H 0.011 2.113 0.692  0.00
H -3.349 1.395 -1.330  -0.01
H -3.504 1.649 0.451  -0.01

No. 5
Density functional theory data (the ωB97M-V functional and the def2-TZVPD basis) for an isolated ion of composition C5H10N3O2 and charge +1 at a distorted geometry.

For the max |F|, the calculation gives 5.453 eV Å⁻¹. The net charge is +1. The value obtained for the gap between HOMO and LUMO is 10.15 eV. As for the LUMO energy: -3.70 eV.

Each line ends with the Löwdin charge.
Cartesian coordinates (Å):
C -0.826 1.105 1.214  -0.45
C 0.024 2.211 0.586  0.03
C 1.293 -0.223 -0.545  -0.11
C -0.297 1.483 -0.769  -0.24
C 0.368 -1.399 -0.157  -0.29
N -1.254 0.687 0.024  0.14
N 0.284 -1.996 1.064  0.25
N -0.225 -1.896 -1.212  0.23
O -0.910 0.570 2.345  0.05
O 0.627 0.637 -1.395  -0.05
H -0.459 3.099 0.708  0.09
H 1.122 2.456 0.893  0.17
H 1.537 0.159 0.392  0.11
H 2.158 -0.823 -1.010  0.19
H -0.736 2.132 -1.568  0.18
H 0.332 -1.502 1.937  0.12
H 0.024 -2.932 1.110  0.11
H -0.113 -1.375 -2.087  0.16
H -2.046 0.216 -0.364  0.16
H -0.903 -2.611 -1.166  0.13

No. 6
Density functional theory data (the ωB97M-V functional and the def2-TZVPD basis) for an isolated ion of composition C5H10N3OS and charge +1 at a distorted geometry.

For the max |F|, the calculation gives 6.322 eV Å⁻¹. The net charge is +1. The value obtained for the gap between HOMO and LUMO (alpha / beta) is 7.64 / 7.64 eV. As for the LUMO energy (alpha / beta): -4.65 / -4.65 eV.

Each line ends with the Löwdin charge.
Cartesian coordinates (Å):
C 1.113 -2.530 -0.281  -0.04
C 1.912 -1.428 -0.345  -0.07
C -0.218 -0.699 0.470  -0.17
C -2.567 1.899 -0.358  -0.06
C 1.684 0.967 0.419  -0.38
N -0.129 -2.174 0.242  0.05
N 1.234 -0.277 0.137  -0.05
N -1.376 -0.153 -0.352  0.05
O -1.664 1.057 0.377  -0.21
S 3.259 1.462 -0.062  0.94
H 1.424 -3.480 -0.714  0.14
H 2.896 -1.246 -0.806  0.11
H -0.434 -0.472 1.492  0.15
H -2.693 1.522 -1.380  0.10
H -2.148 2.914 -0.544  0.09
H -3.387 2.047 0.291  0.07
H 0.909 1.655 0.656  0.10
H -0.847 -2.891 0.560  0.19
H -2.047 -0.825 -0.285  0.08
H 3.080 2.652 0.484  -0.09

No. 7
Density functional theory data (the ωB97M-V functional and the def2-TZVPD basis) for C5H10N3P3 as an isolated structure at a distorted geometry.

For the max |F|, the calculation gives 4.438 eV Å⁻¹. The expectation value of S² is 2.015. The value obtained for the gap between HOMO and LUMO (alpha / beta) is 7.16 / 5.78 eV. As for the LUMO energy (alpha / beta): -0.32 / -2.50 eV. As for the spin multiplicity: 3.

Each line ends with the Mulliken spin population.
Cartesian coordinates (Å):
C 2.975 0.410 -0.037  0.12
C -1.846 -0.203 -0.110  0.01
C 4.371 1.141 -0.041  -0.04
C -2.672 -0.188 1.174  0.00
C -2.556 -0.076 -1.407  0.00
N 1.892 1.175 -0.030  0.21
N -0.909 0.919 -0.041  0.07
N 0.516 -1.180 0.297  0.07
P 3.073 -1.304 -0.118  1.56
P 0.480 0.387 0.173  -0.02
P -0.914 -1.935 -0.142  0.01
H 4.769 1.259 0.890  0.00
H 4.051 2.068 -0.338  0.00
H 5.086 0.804 -0.670  0.00
H -3.205 -1.134 1.199  0.00
H -3.369 0.564 1.274  0.00
H -2.048 -0.312 2.022  0.00
H -1.965 -0.485 -2.207  0.00
H -2.799 1.059 -1.469  0.00
H -3.469 -0.694 -1.545  0.00
H -1.461 -2.275 1.126  0.00

No. 8
Density functional theory data (the ωB97M-V functional and the def2-TZVPD basis) for C5H10N4 in the gas phase at a distorted geometry.

For the max |F|, the calculation gives 4.201 eV Å⁻¹. The value obtained for the gap between HOMO and LUMO is 9.03 eV. As for the LUMO energy: 0.99 eV.

Each line ends with the Löwdin charge.
Cartesian coordinates (Å):
C -0.006 -1.342 -1.526  -0.05
C -0.162 -0.239 -0.539  -0.47
C -1.722 1.317 0.176  -0.26
C 0.294 -0.400 0.867  -0.20
C 1.066 0.488 0.012  -0.31
H -0.407 -0.880 -2.551  0.12
H 1.043 -1.764 -1.543  0.08
H -0.640 -2.191 -1.242  0.06
H -2.440 2.115 -0.163  0.12
H -1.407 1.783 2.260  0.16
H -1.498 -1.050 1.703  0.15
H 0.758 -1.250 1.217  0.12
H 0.744 1.579 0.078  0.16
H 2.905 0.674 -1.103  0.15
H 2.807 -0.611 -0.047  0.06
N -1.322 0.626 -0.817  0.10
N -1.605 1.014 1.527  -0.04
N -0.856 -0.188 1.824  -0.02
N 2.449 0.320 -0.134  0.04

Q: Among the records above, which one has the highest max |F|?
A: number 3